1.
# C29H29BaN5O3S2

A molecular structure, C29H29BaN5O3S2 in a non-equilibrium geometry (the ωB97M-V functional and the def2-TZVPD basis, the OMol25 dataset).

Element x y z (Å)
Ba -1.12 2.35 0.48
N -0.77 2.29 3.37
C -0.55 3.74 3.31
C -1.28 4.28 2.09
O -2.33 3.63 1.72
N -0.74 5.27 1.49
C -1.44 5.83 0.35
C -1.76 4.79 -0.76
O -2.83 4.92 -1.38
O -0.88 3.89 -0.96
H -1.78 2.16 3.47
H -0.33 1.90 4.19
H 0.51 3.96 3.22
H -0.94 4.26 4.20
H -0.79 6.58 -0.11
H -2.39 6.30 0.62
S -0.21 0.00 -1.21
C 1.09 -0.82 -0.55
N 1.74 -1.79 -1.24
C 2.77 -2.58 -0.59
C 2.34 -2.82 0.84
N 2.21 -1.53 1.48
C 2.71 -1.41 2.84
C 4.21 -1.57 2.89
C 4.80 -2.69 3.46
C 6.18 -2.82 3.49
C 6.98 -1.82 2.95
C 6.40 -0.70 2.38
C 5.02 -0.57 2.35
C 1.62 -0.51 0.81
S 1.54 1.03 1.43
C 1.44 -2.15 -2.62
C 0.72 -3.48 -2.71
C 1.31 -4.56 -3.36
C 0.68 -5.79 -3.40
C -0.55 -5.96 -2.79
C -1.15 -4.88 -2.15
C -0.52 -3.65 -2.11
H 3.73 -2.06 -0.60
H 2.87 -3.52 -1.12
H 3.09 -3.40 1.37
H 1.39 -3.37 0.85
H 2.23 -2.18 3.46
H 2.42 -0.43 3.22
H 4.18 -3.46 3.89
H 6.63 -3.69 3.95
H 8.06 -1.92 2.99
H 7.03 0.08 1.96
H 4.56 0.30 1.90
H 2.39 -2.21 -3.15
H 0.85 -1.35 -3.06
H 2.28 -4.44 -3.85
H 1.14 -6.62 -3.92
H -1.05 -6.92 -2.81
H -2.12 -5.00 -1.67
H -0.99 -2.81 -1.62
N -3.35 1.72 -0.37
C -4.28 2.13 -0.91
C -5.40 2.59 -1.66
C -6.66 2.03 -1.47
C -7.72 2.47 -2.24
C -7.53 3.46 -3.20
C -6.27 4.02 -3.38
C -5.20 3.60 -2.61
H -6.81 1.26 -0.72
H -8.71 2.04 -2.10
H -8.36 3.79 -3.80
H -6.12 4.79 -4.12
H -4.22 4.05 -2.69

Computed properties:
energy relative to the best compared isomer or geometry (same formula, charge and spin): 228.6 kJ/mol
E: -2443.88736 Eh
max |F|: 0.134 Eh/bohr
LUMO: -0.0381 hartree
E_HOMO: -7.524 eV
charge: 0
Kohn-Sham gap: 6.5 eV

Let us look at the Mulliken charges, expressed in e, one per atom: 1.4385, -0.4958, -0.3413, -0.0271, -0.7627, -0.5737, -0.3598, 0.6271, -0.6760, -0.8084, 0.1990, 0.1845, 0.2910, 0.3261, 0.3010, 0.3029, -0.2660, 0.5185, 0.1877, -0.6751, -0.7651, 0.1779, -1.5354, 0.6608, -0.2918, -0.5855, -0.3868, -0.7144, -0.2130, 0.4136, -0.3344, -1.5914, 0.7455, -0.3106, -0.5612, -0.3977, -0.7358, -0.1274, 0.3195, 0.4684, 0.4182, 0.3388, 0.4167, 0.4704, 0.3754, 0.3744, 0.3807, 0.4059, 0.4209, 0.4219, 0.4924, 0.3582, 0.3750, 0.3801, 0.4002, 0.3638, -0.5737, 0.0330, 0.6741, -0.4518, -0.5070, -0.3399, -0.6475, -0.3321, 0.4348, 0.3787, 0.3793, 0.3913, 0.5419

2.
# C29H29Br5N2O2ReSb2

A molecular structure, C29H29Br5N2O2ReSb2 (the ωB97M-V functional and the def2-TZVPD basis, the OMol25 dataset).

Element x y z (Å)
Re -0.02 0.20 -0.12
C 0.12 3.97 1.69
Sb -0.43 2.83 -0.02
C -2.40 3.57 -0.34
C 0.71 3.85 -1.53
C -0.04 3.96 -2.83
C -0.87 5.06 -3.02
C -1.61 5.23 -4.18
C -1.53 4.28 -5.18
C -0.70 3.19 -5.02
C 0.06 3.00 -3.86
C 0.92 1.78 -3.76
Sb -0.08 0.16 -2.77
C 1.00 -1.49 -3.56
C -1.86 0.05 -3.95
H -0.18 5.00 1.55
H 1.20 3.91 1.83
H -0.37 3.56 2.58
H -2.38 4.64 -0.54
H -2.99 3.38 0.55
H -2.85 3.06 -1.19
H 1.63 3.28 -1.61
H 0.95 4.84 -1.15
H -0.92 5.82 -2.25
H -2.24 6.10 -4.30
H -2.09 4.40 -6.10
H -0.61 2.46 -5.82
H 1.84 1.96 -3.20
H 1.19 1.42 -4.75
H 0.90 -1.55 -4.65
H 0.62 -2.40 -3.10
H 2.05 -1.38 -3.29
H -1.62 0.22 -5.00
H -2.58 0.80 -3.61
H -2.29 -0.94 -3.84
Br -0.76 -3.83 5.56
C -0.61 -3.23 3.78
C -0.77 -4.11 2.72
Br -1.14 -5.94 3.02
C -0.66 -3.64 1.40
Br -0.89 -4.75 -0.10
C -0.39 -2.30 1.16
O -0.30 -1.79 -0.08
C -0.23 -1.40 2.23
O 0.00 -0.13 1.93
C -0.35 -1.88 3.53
Br -0.16 -0.60 4.90
Br -4.68 1.17 3.45
C -4.09 0.41 1.83
C -4.95 -0.32 1.03
C -4.44 -0.87 -0.13
C -3.11 -0.65 -0.46
N -2.30 0.08 0.31
C -2.77 0.58 1.45
H -5.98 -0.47 1.32
H -5.06 -1.47 -0.78
H -2.67 -1.08 -1.35
H -2.06 1.09 2.09
N 1.71 0.69 -0.33
C 2.81 1.14 0.40
C 2.75 1.38 1.77
C 3.88 1.84 2.44
C 5.07 2.07 1.76
C 5.13 1.82 0.40
C 4.01 1.36 -0.28
H 1.83 1.18 2.30
H 3.82 2.02 3.51
H 5.94 2.42 2.29
H 6.06 1.99 -0.14
H 4.05 1.17 -1.35

Computed properties:
energy relative to the best compared isomer or geometry (same formula, charge and spin): 0.0 kJ/mol
E: -14811.31524 Eh
spin multiplicity: 2
max |F|: 0.004 Eh/bohr
LUMO (alpha / beta): -0.0114 / -0.0126 hartree
E_HOMO (alpha / beta): -6.724 / -7.193 eV
charge: 0
Kohn-Sham gap (alpha / beta): 6.4 / 6.9 eV
<S²>: 0.756

Let us look at the natural (NBO) charges, expressed in e, one per atom: 0.7113, -0.9992, 1.3541, -1.0026, -0.7793, 0.0487, -0.2254, -0.2164, -0.2137, -0.2014, -0.0786, -0.7542, 1.3434, -0.9972, -1.0066, 0.2291, 0.2497, 0.2415, 0.2365, 0.2358, 0.2386, 0.2468, 0.2372, 0.2044, 0.2162, 0.2162, 0.2064, 0.2434, 0.2357, 0.2262, 0.2505, 0.2416, 0.2344, 0.2362, 0.2336, 0.0917, -0.1593, -0.1583, 0.0893, -0.1486, 0.0749, 0.1932, -0.7241, 0.2949, -0.7741, -0.1813, 0.0742, 0.1010, -0.1193, -0.1725, -0.2255, 0.0683, -0.4673, 0.0288, 0.2398, 0.2348, 0.2185, 0.2423, -0.5944, 0.1687, -0.2692, -0.1941, -0.2246, -0.2132, -0.2300, 0.2446, 0.2136, 0.2126, 0.2122, 0.2094

3.
# C29H29BrN4O4Pt

A molecular structure, C29H29BrN4O4Pt in a non-equilibrium geometry (the ωB97M-V functional and the def2-TZVPD basis, the OMol25 dataset).

Element x y z (Å)
Pt -0.84 0.16 0.38
C -4.26 -2.30 0.60
C -3.94 -2.52 -0.88
C -2.60 -3.20 -1.04
C -2.56 -4.59 -1.03
C -1.35 -5.27 -1.01
C -0.16 -4.55 -0.98
C -0.16 -3.16 -0.99
C 1.15 -2.42 -0.95
C 1.55 -1.79 -2.29
C -1.39 -2.50 -1.05
N -1.42 -1.07 -1.10
C -1.87 -0.49 -2.17
C -1.85 0.92 -2.18
C -2.27 1.96 -3.01
C -1.99 3.14 -2.31
C -1.42 2.77 -1.09
N -1.34 1.44 -1.02
H -5.23 -1.82 0.72
H -3.50 -1.66 1.06
H -4.27 -3.24 1.14
H -3.98 -1.56 -1.39
H -4.71 -3.15 -1.34
H -3.49 -5.15 -1.02
H -1.33 -6.35 -1.01
H 0.79 -5.08 -0.94
H 1.92 -3.11 -0.62
H 1.09 -1.63 -0.20
H 1.57 -2.54 -3.08
H 2.55 -1.35 -2.22
H 0.86 -1.01 -2.58
H -2.20 -1.08 -3.02
H -2.72 1.86 -3.99
H -2.18 4.15 -2.64
H -1.08 3.40 -0.27
Br -0.54 -2.46 7.37
C -0.59 -0.85 6.38
C -0.60 0.36 7.05
C -0.64 1.54 6.33
C -0.66 1.51 4.94
C -0.64 0.29 4.29
C -0.60 -0.90 5.00
C -0.66 0.25 2.81
O -0.61 -0.87 2.19
O -0.73 1.32 2.11
H -0.59 0.38 8.14
H -0.65 2.49 6.85
H -0.69 2.42 4.36
H -0.59 -1.85 4.47
O 2.15 5.63 -3.64
C 3.30 4.81 -3.56
N 3.01 3.88 -2.49
C 3.83 2.84 -2.24
O 4.86 2.67 -2.87
C 3.43 1.93 -1.12
C 4.41 1.24 -0.42
C 4.03 0.40 0.60
C 2.68 0.26 0.88
N 1.73 0.88 0.19
C 2.10 1.70 -0.79
H 2.24 6.22 -4.39
H 4.19 5.40 -3.32
H 3.48 4.26 -4.48
H 2.19 4.07 -1.93
H 5.45 1.38 -0.70
H 4.76 -0.15 1.18
H 2.33 -0.39 1.68
H 1.29 2.16 -1.34

Computed properties:
energy relative to the best compared isomer or geometry (same formula, charge and spin): 4.1 kJ/mol
E: -4335.86005 Eh
max |F|: 0.028 Eh/bohr
LUMO: 0.0060 hartree
E_HOMO: -7.798 eV
charge: 0
Kohn-Sham gap: 8.0 eV

Let us look at the natural (NBO) charges, expressed in e, one per atom: 0.9358, -0.5979, -0.4232, -0.0327, -0.2079, -0.2034, -0.2043, -0.0250, -0.4199, -0.6034, 0.1768, -0.4930, 0.1264, 0.0250, -0.2559, -0.3206, -0.0429, -0.4685, 0.2090, 0.2193, 0.2047, 0.2105, 0.2091, 0.2095, 0.2140, 0.2094, 0.2070, 0.2223, 0.2064, 0.2126, 0.2061, 0.2109, 0.2226, 0.2225, 0.2149, 0.0619, -0.0758, -0.2208, -0.2055, -0.1773, -0.0910, -0.2217, 0.7492, -0.6794, -0.6603, 0.2301, 0.2217, 0.2375, 0.2517, -0.7176, 0.1122, -0.6153, 0.6556, -0.6225, -0.1791, -0.1164, -0.2593, 0.0476, -0.4586, 0.0575, 0.4798, 0.1585, 0.1711, 0.4159, 0.2404, 0.2253, 0.2035, 0.2051

4.
# C29H29BrN8O7P2Ta

A molecular structure, C29H29BrN8O7P2Ta in a non-equilibrium geometry (the ωB97M-V functional and the def2-TZVPD basis, the OMol25 dataset).

Element x y z (Å)
Ta -0.70 1.01 0.67
Br -7.62 0.43 3.85
C -6.02 0.53 2.86
C -6.00 0.12 1.53
C -4.84 0.19 0.79
C -3.68 0.67 1.37
O -2.51 0.76 0.70
C -3.68 1.06 2.72
C -2.46 1.40 3.37
N -1.27 1.35 2.85
C -0.15 1.56 3.68
C -0.08 2.38 4.78
C 1.09 2.45 5.55
C 2.17 1.68 5.24
C 2.15 0.85 4.10
C 3.24 0.05 3.69
C 3.14 -0.67 2.52
C 1.99 -0.58 1.75
N 0.92 0.12 2.12
C 0.99 0.82 3.30
C -4.87 1.00 3.45
H -6.91 -0.27 1.08
H -4.83 -0.13 -0.25
H -2.55 1.65 4.43
H -0.93 3.01 5.05
H 1.12 3.12 6.40
H 3.07 1.71 5.85
H 4.14 0.03 4.29
H 3.96 -1.30 2.18
H 1.93 -1.07 0.79
H -4.88 1.30 4.49
N 1.56 4.90 -0.26
C 1.21 3.66 -1.06
C 1.63 3.77 -2.51
P 1.90 2.24 -0.08
O 3.38 1.98 -0.52
O 1.01 1.03 -0.42
O 1.80 2.69 1.32
P -0.61 3.36 -0.83
O -1.15 4.77 -1.25
O -1.14 2.15 -1.52
O -0.78 3.10 0.68
H 2.48 5.26 -0.51
H 1.58 4.61 0.73
H 0.87 5.65 -0.41
H 2.71 3.90 -2.60
H 1.14 4.61 -3.00
H 1.36 2.87 -3.05
H 3.57 1.41 -1.28
H -2.06 4.89 -1.56
C 0.29 -3.04 0.56
C -0.48 -2.31 -0.47
N -0.92 -1.05 -0.43
C -1.67 -0.86 -1.59
C -1.65 -1.99 -2.32
N -0.90 -2.90 -1.61
C -0.55 -4.25 -2.05
N 0.73 -4.28 -2.66
N 1.82 -4.61 -1.89
N 2.84 -4.67 -2.62
C 2.49 -4.42 -3.93
C 3.25 -4.41 -5.10
C 2.60 -4.12 -6.27
C 1.23 -3.82 -6.30
C 0.46 -3.84 -5.15
C 1.11 -4.16 -3.97
H 0.37 -2.46 1.47
H 1.28 -3.32 0.19
H -0.21 -3.98 0.82
H -2.15 0.07 -1.83
H -2.10 -2.23 -3.27
H -1.32 -4.59 -2.75
H -0.52 -4.91 -1.19
H 4.31 -4.64 -5.07
H 3.14 -4.12 -7.21
H 0.76 -3.57 -7.24
H -0.60 -3.61 -5.19

Computed properties:
energy relative to the best compared isomer or geometry (same formula, charge and spin): 170.1 kJ/mol
E: -5400.45741 Eh
max |F|: 0.047 Eh/bohr
LUMO: -0.3608 hartree
E_HOMO: -14.721 eV
charge: +3
Kohn-Sham gap: 4.9 eV

Let us look at the Mulliken charges, expressed in e, one per atom: 1.3462, -0.0738, -0.4031, -0.5587, -0.8648, 0.3156, 0.7993, 0.2070, 0.1133, 0.1882, -0.1440, -0.4483, -1.1169, -0.9069, 0.9433, -0.7664, -1.5078, -0.2477, 0.2567, 0.5998, -0.7906, 0.4770, 0.5283, 0.6247, 0.6331, 0.4578, 0.4840, 0.5227, 0.5106, 1.0345, 0.5541, -0.1864, 0.5929, -1.7357, 0.9340, -0.5492, -0.3579, -0.6722, 0.6707, -0.6046, -0.4866, -0.5976, 0.3768, 0.3151, 0.3797, 0.4583, 0.4462, 0.4320, 0.3906, 0.4404, -1.7127, 0.9134, -0.0658, -0.9331, -0.5765, 0.3016, -1.4740, 0.8302, -0.3317, -0.7336, 0.1751, -0.6523, -0.5302, -0.6153, -0.7096, 1.3827, 0.3276, 0.3457, 0.5572, 0.6462, 0.4589, 0.5147, 0.2736, 0.4469, 0.3996, 0.4066, 0.3409

- What is the E in the first record?
  -2443.88736 Eh

- Which formula does entry 1 have?
  C29H29BaN5O3S2

- max |F| of number 2 (C29H29Br5N2O2ReSb2)?
  0.004 Eh/bohr